53
Properties=species:S:1:pos:R:3:forces:R:3:mulliken_charge:R:1 method="wB97M-V/def2-TZVPD" homo_lumo_gap_ev=8.5 energy_ev=-61091.5670 largest_force_ev_per_a=0.9 charge=0 spin_multiplicity=1
C -6.5728 -1.1383 1.1208 -0.3 -0.3 -0.2 -0.698
O -5.4131 -0.3255 1.0597 0.2 0.2 0.2 -0.329
C -4.7049 -0.4010 -0.0790 -0.1 -0.2 -0.4 0.585
O -5.0388 -1.0753 -1.0269 -0.1 0.0 0.2 -0.659
C -3.5318 0.4557 -0.0142 0.5 0.4 -0.1 0.780
S -3.3934 1.5853 1.3065 0.4 0.1 -0.2 -0.356
C -1.8685 2.1372 0.7175 -0.3 -0.2 -0.4 0.134
N -1.1959 3.1372 1.3026 0.3 0.2 0.3 -0.416
C -1.4859 1.4740 -0.4521 -0.1 0.2 0.2 -0.037
C -0.1896 1.7627 -1.0387 -0.1 0.3 -0.1 1.401
O 0.5573 2.6470 -0.6530 0.1 0.0 -0.1 -0.835
O 0.1315 0.9912 -2.0921 -0.3 -0.1 0.1 -0.204
C 1.3667 1.2848 -2.7242 0.3 0.3 -0.1 -0.690
C -2.4433 0.4995 -0.8467 -0.5 -0.1 0.3 -0.509
C -2.2666 -0.4729 -1.9729 -0.5 0.0 -0.2 -1.105
O -1.1333 -1.3188 -1.7432 0.3 -0.1 -0.2 -0.253
C -1.1609 -2.1189 -0.6769 0.0 -0.5 0.2 0.900
O -2.0990 -2.2711 0.0538 -0.1 -0.1 -0.1 -0.570
C 0.1934 -2.8105 -0.5330 -0.4 -0.1 0.2 -0.986
N 1.2833 -1.8542 -0.5959 0.5 0.4 0.7 -0.285
S 1.4493 -0.9731 0.8419 0.3 0.1 -0.5 1.589
O 0.4780 0.0872 0.9068 0.4 -0.1 0.0 -0.475
O 1.4745 -1.9268 1.9076 0.1 -0.3 0.0 -0.784
C 3.0747 -0.2920 0.5937 -0.5 -0.1 0.0 -0.209
C 3.2595 1.0605 0.3954 -0.2 0.1 0.1 -0.482
C 4.5464 1.5283 0.1843 0.0 -0.1 0.0 -1.033
C 5.6343 0.6643 0.1754 -0.2 0.1 0.0 1.303
C 7.0146 1.1968 -0.0508 0.0 0.0 0.0 -1.597
C 5.4310 -0.7071 0.3849 -0.3 0.0 0.0 0.969
C 6.5847 -1.6602 0.3883 0.0 0.0 0.0 -1.681
C 4.1399 -1.1705 0.5919 0.2 0.0 0.0 -0.897
H -6.2983 -2.1923 1.0433 -0.1 0.1 0.0 0.299
H -7.0361 -0.9330 2.0823 0.0 0.0 0.0 0.227
H -7.2538 -0.8909 0.3032 0.0 0.0 0.1 0.300
H -1.4057 3.3815 2.2548 0.0 0.0 0.0 0.192
H -0.2550 3.2690 0.9397 -0.2 0.1 0.1 0.275
H 1.3934 0.6805 -3.6283 0.0 0.0 0.0 0.253
H 2.2082 1.0351 -2.0720 -0.1 0.0 -0.1 0.240
H 1.4207 2.3476 -2.9719 0.1 -0.1 0.0 0.302
H -3.1682 -1.0846 -2.0677 0.3 0.2 -0.1 0.475
H -2.0421 0.0379 -2.9105 -0.1 -0.1 0.1 0.447
H 0.2483 -3.3056 0.4375 -0.2 -0.1 -0.2 0.476
H 0.3161 -3.5437 -1.3361 0.0 0.1 0.1 0.348
H 1.1364 -1.2099 -1.3633 0.0 0.2 -0.1 0.226
H 2.4106 1.7255 0.4065 -0.1 0.1 0.0 0.496
H 4.7061 2.5846 0.0258 0.0 0.1 0.0 0.375
H 6.9941 2.2724 -0.2022 0.0 0.1 0.0 0.384
H 7.6522 0.9785 0.8048 0.1 0.0 0.0 0.355
H 7.4668 0.7304 -0.9251 0.1 0.0 -0.1 0.327
H 7.1088 -1.6329 -0.5663 0.1 -0.1 0.0 0.338
H 7.2996 -1.3920 1.1650 0.1 0.0 0.0 0.348
H 6.2410 -2.6746 0.5683 0.0 -0.1 0.0 0.392
H 3.9395 -2.2159 0.7646 0.1 -0.2 0.0 0.354

***

49
Properties=species:S:1:pos:R:3:forces:R:3:mulliken_charge:R:1 method="wB97M-V/def2-TZVPD" homo_lumo_gap_ev=7.3 energy_ev=-43555.1715 largest_force_ev_per_a=4.5 charge=-1 spin_multiplicity=1
O -2.5575 -0.9342 -0.2903 1.3 2.4 0.7 -0.748
O 0.8455 1.1795 3.4275 0.0 -1.0 0.2 -0.620
O 4.6206 -1.6800 3.2575 0.7 -0.3 -1.0 -0.716
O 3.0248 -2.3529 4.6624 -0.5 0.1 -2.1 -0.766
S 0.7429 -2.1059 0.4531 -0.4 0.7 -0.1 -0.360
C -1.8359 0.0861 -0.3164 -0.4 -4.1 1.7 -0.064
C 0.4749 0.1233 2.9498 2.5 3.2 -0.2 -0.315
C 3.4384 -1.9229 3.5417 0.2 0.8 3.0 0.062
C -3.7370 1.4153 -5.1192 -1.1 2.6 -0.7 -0.260
C -3.4915 0.1542 -4.7230 -0.3 -0.1 2.0 -0.602
C -3.5264 2.5145 -4.2459 -0.2 -0.1 1.8 -0.605
C -2.9750 -0.0010 -3.4291 2.3 -3.4 -1.8 -0.327
C -3.0079 2.2848 -2.9419 0.8 0.4 -1.0 -0.144
C -2.4951 1.0095 -2.6602 0.1 0.1 1.0 -0.407
N -0.9334 1.9741 -0.9902 -1.4 2.4 -3.3 -0.177
N -1.0193 0.6016 0.7070 -0.3 -1.8 1.6 0.651
N 1.0797 -1.1221 2.8562 -1.5 1.7 0.5 0.198
C -0.8113 2.9700 1.2451 0.1 0.8 -0.1 -2.024
C 1.1422 1.8157 0.1639 -0.2 1.4 1.1 -1.396
C 2.4828 -3.8028 1.6593 -0.7 -2.0 2.2 -1.815
C 3.4301 -2.1751 0.2332 0.9 0.3 -0.5 -1.544
C -0.4049 1.8416 0.2822 1.5 0.5 1.8 0.810
C 2.3582 -2.3385 1.2637 0.3 -1.5 0.1 1.457
C -1.4293 0.7333 -1.5782 -0.6 2.9 0.8 0.726
C 0.0038 -1.5225 2.0053 -2.2 -3.0 -1.0 -0.190
C -0.7346 -0.1021 2.0589 -1.4 -1.8 -0.6 0.123
C 2.4836 -1.3625 2.4547 -1.8 -2.0 0.5 -0.081
H -4.2548 1.5935 -6.0592 0.4 0.1 -0.1 0.325
H -3.7476 -0.7142 -5.2881 0.0 -0.3 -0.4 0.421
H -3.8150 3.5646 -4.4435 0.0 -0.9 -0.4 0.313
H -2.5631 -1.0390 -3.3061 -0.6 1.0 0.7 0.251
H -2.8338 3.0614 -2.1790 -0.1 -0.1 -0.8 0.410
H -0.3097 2.5139 -1.5974 -0.5 -0.5 0.3 0.370
H -0.6767 3.9741 0.8480 0.2 0.0 -0.8 0.444
H -1.8775 2.9536 1.4698 0.0 -0.4 0.3 0.358
H -0.1562 3.0117 2.1159 -0.5 -0.6 0.3 0.392
H 1.4536 0.8125 -0.1144 0.4 0.1 -0.1 0.083
H 1.4606 2.6309 -0.5678 -0.3 -1.2 0.8 0.555
H 1.4980 2.1524 1.1695 0.4 -0.8 -0.9 0.351
H 1.9254 -4.1085 2.5831 0.2 0.8 -0.4 0.397
H 3.5172 -4.0964 1.9240 -0.3 0.4 -0.4 0.411
H 2.0660 -4.5465 0.9559 0.4 0.8 -0.4 0.406
H 3.4498 -3.0999 -0.4309 0.0 1.6 0.4 0.355
H 4.4112 -2.0337 0.7241 -0.4 -0.4 0.0 0.338
H 3.2202 -1.2164 -0.2351 0.2 -0.1 -0.9 0.378
H -0.5233 0.2324 -1.8429 0.1 -1.3 -1.3 0.516
H -0.5920 -2.3906 2.4439 0.5 1.2 -0.5 0.253
H -1.6279 -0.1137 2.7601 0.6 0.0 -1.4 0.308
H 2.8075 -0.4231 2.1432 1.1 1.5 -0.6 0.499

***

48
Properties=species:S:1:pos:R:3:forces:R:3:mulliken_charge:R:1 method="wB97M-V/def2-TZVPD" homo_lumo_gap_ev=7.8 energy_ev=-40950.9216 largest_force_ev_per_a=3.3 charge=0 spin_multiplicity=1
C -3.6680 2.8549 2.5858 0.6 0.0 0.2 -0.662
O -2.7884 1.9251 3.2354 0.1 0.3 -0.2 -0.441
C -2.2708 0.8072 2.4605 -0.4 0.8 0.9 0.733
C -3.2939 -0.3262 2.3900 -0.1 -0.1 -0.3 -0.908
C -2.7372 -1.5108 1.5706 -0.5 -0.5 0.0 -1.094
C -1.2173 -1.7751 1.7849 -0.7 0.3 0.3 0.082
N -0.5176 -1.1253 0.6982 0.9 -0.8 -1.1 0.214
C 0.2519 -1.7688 -0.2328 -0.8 0.2 2.2 0.531
N 0.2415 -3.0866 -0.2378 0.1 -1.1 0.6 -0.561
C 1.1642 -3.6887 -0.9915 -0.3 1.8 -2.0 0.080
O 1.2341 -5.0204 -1.1277 -0.3 0.4 0.7 -0.567
N 1.9487 -3.0363 -1.8364 0.6 -3.2 0.4 -0.623
C 1.9600 -1.7315 -1.8456 0.3 1.3 -0.5 -0.276
C 2.8166 -1.0684 -2.7443 0.9 1.3 -1.6 0.758
C 3.6543 -1.8409 -3.7615 0.4 0.1 1.1 -1.682
C 2.8295 0.3276 -2.8249 0.0 -1.6 0.1 -0.917
C 1.9892 1.0895 -2.0121 -0.6 -0.1 0.7 0.411
C 1.9227 2.5552 -2.1978 -0.5 -0.1 1.1 0.526
C 1.0024 3.3897 -1.6028 0.2 -0.1 -0.9 -0.715
N 1.0191 4.6830 -2.0519 0.0 0.2 0.1 -0.590
C 1.9705 4.8598 -2.9142 0.5 0.7 0.3 -0.063
S 2.9673 3.4879 -3.2086 -0.6 -0.3 -0.1 -0.120
C 1.1497 0.4166 -1.1135 0.0 0.4 -0.4 -0.443
C 1.1096 -1.0054 -1.0359 0.4 2.3 -0.6 1.270
C -0.6858 -1.1624 3.0762 0.0 0.7 0.6 -0.905
C -0.9507 0.3874 3.1555 -0.1 -1.1 -0.3 -0.987
H -4.5717 2.3639 2.2781 -0.6 -0.2 -0.3 0.282
H -3.9470 3.7181 3.2263 0.4 -0.9 0.2 0.276
H -3.1887 3.3152 1.7258 0.2 -0.1 -0.4 0.246
H -2.0018 1.1468 1.4457 -0.4 0.1 0.1 0.205
H -3.5664 -0.6587 3.3985 0.3 0.1 0.0 0.302
H -4.2525 0.0160 1.9614 0.5 0.0 0.0 0.402
H -3.3010 -2.4153 1.8351 0.1 0.2 0.1 0.284
H -2.9265 -1.3746 0.4845 0.2 0.1 0.6 0.331
H -1.0306 -2.8597 1.8257 0.1 0.6 -0.6 0.606
H -0.4248 -0.1238 0.7452 0.0 -0.2 0.0 -0.309
H 1.9143 -5.0595 -1.8183 0.0 -0.5 0.0 0.405
H 3.8297 -2.8772 -3.4630 -0.1 0.2 0.1 0.368
H 3.1733 -1.8781 -4.7270 -0.2 0.2 -0.3 0.309
H 4.6236 -1.3285 -3.8386 -0.2 -0.2 -0.3 0.387
H 3.4612 0.8407 -3.5532 -0.1 -0.3 0.1 0.353
H 0.2424 3.0789 -0.8889 0.2 0.2 -0.3 0.527
H 2.2484 5.8409 -3.3299 -0.3 -0.6 0.2 0.404
H 0.4476 1.0314 -0.5455 0.2 -0.3 0.0 0.147
H 0.4057 -1.3580 3.1736 -0.7 0.1 -0.1 0.380
H -1.1674 -1.6299 3.9498 0.1 0.0 -0.3 0.399
H -0.9436 0.6515 4.2096 -0.3 0.3 0.0 0.460
H -0.1258 0.9229 2.6876 0.1 0.1 0.1 0.188